DFT (the ωB97M-V functional and the def2-TZVPD basis) results for the molecule C4H8N2O in a non-equilibrium geometry.

Calculated values
E_LUMO	0.9	eV
energy relative to the best compared isomer or geometry (same formula, charge and spin)	3.415	eV

Geometry (Å):
N  0.25  -0.49  0.68
C  -0.90  -1.04  1.36
H  -1.01  -2.09  1.09
H  0.09  -2.16  -1.87
C  0.28  0.78  0.05
H  -1.83  -0.52  1.11
H  2.13  1.07  0.77
O  -0.94  1.54  -0.13
H  -0.01  -0.62  -2.89
N  1.42  1.60  0.29
C  0.08  -1.08  -1.92
H  -0.73  -0.96  2.44
C  0.22  -0.36  -0.84
H  -0.84  2.33  0.42
H  1.80  1.98  -0.57

---

DFT (the ωB97M-V functional and the def2-TZVPD basis) results for a cluster of 12 separate species, C25H47BCl4N5O30 in total in a non-equilibrium geometry.

Calculated values
E_LUMO (alpha / beta)	3.1 / 3.1	eV
multiplicity	2
net charge	-2
<S²>	0.754

Geometry (Å):
Cl  -5.76  6.46  12.42
O  0.74  13.37  16.74
H  -5.13  7.70  26.05
O  -6.42  6.75  18.62
C  -3.21  4.06  20.40
O  0.10  8.39  18.45
O  -7.30  1.76  21.82
H  -6.95  3.50  20.07
H  -1.90  6.86  20.30
H  -7.37  8.91  17.00
H  -1.39  10.91  16.80
C  -4.04  8.39  16.90
C  -3.57  8.81  24.31
C  -2.22  9.86  22.62
O  -3.16  3.33  14.73
H  -6.61  7.94  15.71
H  -0.54  7.61  21.16
O  -3.67  2.22  16.74
Cl  -7.19  11.93  16.55
C  -1.31  3.04  21.61
C  -10.80  2.72  23.49
H  -3.10  8.94  11.72
H  -8.78  4.17  22.44
N  -8.37  8.53  15.04
Cl  -4.29  12.53  19.87
O  -7.96  8.42  13.93
H  -1.84  10.70  23.20
N  -0.26  7.43  19.04
B  -4.94  7.11  18.54
O  -6.60  0.27  20.52
H  -2.39  3.59  12.85
C  -4.12  12.49  14.19
H  -4.29  8.22  10.57
C  0.67  4.40  21.64
H  -6.39  13.46  18.22
H  -10.29  4.84  21.74
H  -4.70  11.61  14.48
H  -6.29  11.09  19.12
H  -9.35  3.88  20.79
N  -6.84  1.46  20.73
H  -3.79  4.61  13.24
H  -5.41  2.46  19.83
O  -10.46  2.87  22.20
C  -5.93  12.66  17.64
C  -5.40  11.56  18.70
O  -4.02  6.20  17.71
O  -2.58  8.80  23.39
H  -12.80  0.45  24.74
H  -3.97  6.33  26.05
Cl  -2.90  6.67  11.32
C  -0.73  11.57  17.37
O  -3.56  7.56  24.72
H  1.11  4.23  20.66
O  -2.51  6.58  16.07
O  -2.60  2.96  21.13
H  -1.60  2.36  16.75
H  -3.87  3.82  19.56
O  -0.76  2.01  21.99
N  -3.07  11.99  13.23
C  -3.44  6.94  16.83
H  -6.69  2.38  18.72
C  -2.50  2.73  17.24
O  -3.68  9.34  16.13
H  1.13  3.71  22.35
C  -7.54  8.19  16.20
O  -1.21  13.38  15.82
C  -12.23  1.37  24.81
H  0.19  11.00  17.53
H  -4.12  2.87  12.92
H  -4.69  13.33  13.80
H  -3.56  12.87  15.05
H  -2.33  2.43  18.28
H  -1.26  9.59  22.18
H  -5.15  13.13  17.04
H  -5.72  8.74  12.48
C  -9.66  3.95  21.83
O  -2.29  11.07  13.55
O  0.14  6.28  18.81
O  -4.83  8.44  17.92
C  -4.96  7.96  12.57
H  -4.50  8.07  13.55
C  -5.55  7.02  20.75
H  -1.26  11.87  18.27
C  -6.49  2.55  19.78
H  -5.31  6.48  24.79
H  -3.82  4.65  21.09
C  -3.80  8.11  11.54
H  -12.87  2.21  25.09
C  -6.80  6.69  19.93
C  -4.58  6.99  25.43
O  -4.50  7.09  19.94
O  -3.05  12.55  12.09
O  -5.05  1.95  14.85
H  -11.61  1.24  25.69
O  -5.54  7.01  22.01
H  -1.76  8.52  20.21
C  -4.08  2.51  15.42
O  -0.77  4.28  21.49
O  -10.44  3.50  24.34
O  -4.16  9.79  24.77
H  0.98  5.43  21.79
H  -2.43  3.82  17.25
C  -1.13  7.64  20.25
O  -11.62  1.62  23.55
H  -2.55  4.74  19.87
N  -0.38  12.86  16.63
H  -7.82  7.22  16.60
C  -3.39  3.59  13.29
H  -4.75  10.88  18.16
O  -7.84  6.23  20.32
O  -9.56  8.65  15.28
H  -3.03  10.12  21.93

---

DFT (the ωB97M-V functional and the def2-TZVPD basis) results for the molecule C12H8N2O2S.

Calculated values
E_LUMO	-0.4	eV
energy relative to the best compared isomer or geometry (same formula, charge and spin)	0.000	eV

Geometry (Å):
H  4.11  1.93  0.07
C  -4.18  0.06  -0.94
H  -0.28  -1.63  0.96
H  -5.20  0.32  -1.19
C  3.20  1.35  0.08
C  -1.55  -0.63  -0.25
C  1.96  1.92  -0.18
C  -3.85  -1.27  -0.67
C  0.86  -0.21  0.09
N  4.93  -0.36  2.00
O  4.48  -0.61  0.61
C  -3.19  1.02  -0.88
O  4.21  -0.80  2.78
N  -0.26  -1.07  0.13
H  1.90  2.98  -0.40
H  -4.60  -2.05  -0.71
C  2.11  -0.79  0.35
C  -1.88  0.69  -0.53
H  -3.44  2.06  -1.09
C  3.25  -0.01  0.35
H  2.19  -1.85  0.55
S  -0.72  2.02  -0.47
C  0.80  1.16  -0.17
C  -2.55  -1.60  -0.34
H  -2.29  -2.64  -0.14

---

DFT (the ωB97M-V functional and the def2-TZVPD basis) results for a structure of composition C32H35AsCsN7O4S4Sb in a non-equilibrium geometry.

Calculated values
E_LUMO (alpha / beta)	3.5 / 3.5	eV
multiplicity	2
energy relative to the best compared isomer or geometry (same formula, charge and spin)	1.630	eV
net charge	-2
<S²>	0.780

Geometry (Å):
O  -1.75  1.20  0.15
H  0.20  2.61  0.31
H  4.70  -2.42  -5.13
H  2.06  0.68  5.81
N  2.26  -0.05  1.72
C  1.78  2.83  -3.22
H  1.34  -5.40  0.04
Sb  -3.71  -0.44  -0.29
H  0.22  -1.79  -3.14
H  -3.68  2.29  1.24
C  -0.92  -0.32  4.00
C  2.64  -3.45  1.83
H  -2.77  3.59  1.89
H  2.91  -4.50  1.88
C  0.31  4.36  -2.31
H  1.79  -5.47  -4.40
H  1.80  -3.26  2.51
C  2.07  -0.81  -3.62
H  -0.03  -4.28  0.29
S  -0.19  1.32  4.06
H  -3.85  -1.76  3.21
C  0.88  -4.46  -0.28
C  -2.83  -1.68  3.55
S  -2.49  -2.27  0.17
C  -0.14  -1.44  4.27
O  -1.29  2.30  3.75
H  3.79  -4.82  -0.57
H  3.58  -3.72  -1.96
C  1.35  1.07  7.82
H  -0.57  4.27  2.45
C  0.93  5.45  -2.91
O  2.51  -5.73  -4.99
N  -2.89  2.92  1.14
H  0.38  1.56  9.67
H  -1.95  2.15  6.10
C  -0.73  -2.69  4.20
C  3.68  -3.78  -0.87
C  2.84  -3.36  -4.66
C  -0.46  4.34  1.37
H  3.05  1.47  -4.23
H  3.36  3.67  -4.44
S  -5.05  0.39  1.35
C  2.75  -0.22  2.76
S  -4.18  0.15  -2.39
C  -1.04  1.85  6.60
H  2.62  6.01  -4.14
N  4.00  -2.24  5.26
C  1.58  -3.16  -4.07
H  -0.14  -3.57  4.42
C  2.49  3.90  -3.83
Cs  0.19  -0.33  0.06
N  0.71  3.09  -2.41
C  1.23  1.01  6.43
C  -2.08  -2.81  3.85
N  1.59  0.38  -3.19
C  0.29  1.52  8.59
C  3.72  -2.26  -4.70
C  -0.90  1.91  7.98
H  0.53  6.45  -2.77
C  1.21  -1.94  -3.55
H  0.84  -3.95  -4.03
C  3.36  -1.03  -4.19
As  2.13  -2.96  -0.01
C  3.31  -4.64  -5.22
C  2.20  1.51  -3.55
H  -2.53  -3.79  3.76
C  3.64  -1.35  4.60
H  -1.73  2.26  8.59
H  -0.58  4.52  -1.71
H  2.28  0.76  8.28
H  -2.82  0.47  3.36
N  -0.61  3.04  0.73
H  0.53  4.72  1.13
H  4.57  -3.23  -0.58
O  4.32  -4.81  -5.85
C  -2.25  -0.42  3.62
N  3.25  -0.25  3.97
H  3.48  -2.84  2.14
H  4.08  -0.22  -4.22
H  0.61  -4.52  -1.33
H  0.91  -1.34  4.55
H  -1.19  5.04  0.97
C  -1.76  2.34  0.68
C  2.07  5.20  -3.67
C  0.03  1.39  5.85

---

DFT (the ωB97M-V functional and the def2-TZVPD basis) results for a cluster of 2 separate species, C4H13N2 in total in a non-equilibrium geometry.

Calculated values
E_LUMO	-9.1	eV
energy relative to the best compared isomer or geometry (same formula, charge and spin)	7.219	eV
net charge	+1

Geometry (Å):
H  -4.60  -1.12  0.06
H  0.97  0.73  -2.53
C  -3.88  -0.62  0.73
C  0.97  -0.17  0.89
H  0.79  0.50  1.78
H  -3.60  -1.31  1.49
H  2.95  0.01  1.44
H  2.29  1.00  -1.63
H  0.44  -1.16  0.73
H  -2.91  -0.16  0.14
N  -0.84  0.38  -0.61
H  1.56  -0.68  -1.68
N  2.37  -0.58  0.84
H  0.66  1.81  -0.27
H  -4.29  0.34  1.12
C  1.40  0.38  -1.62
H  -1.04  1.06  -1.37
H  2.21  -1.43  1.40
C  0.50  0.72  -0.39

---

DFT (the ωB97M-V functional and the def2-TZVPD basis) results for a cluster of 2 separate species, C24H25BNO8 in total in a non-equilibrium geometry.

Calculated values
E_LUMO	1.9	eV
net charge	-1

Geometry (Å):
C  3.20  -2.16  0.25
C  -2.29  -0.15  -4.27
C  -2.59  0.26  -2.85
H  3.54  2.23  -0.10
H  1.40  1.33  1.29
H  -0.22  -0.34  2.52
C  3.90  1.44  0.57
H  0.91  -1.21  -0.25
C  3.75  1.96  2.08
O  -2.56  1.65  -2.76
C  -5.94  1.95  0.55
C  -3.03  -3.24  2.51
H  -6.28  2.97  0.81
C  0.84  -0.64  0.67
O  4.41  1.25  2.85
H  -1.80  0.65  -4.84
C  -3.09  -4.07  1.39
C  -2.32  -3.76  0.28
C  5.08  -0.60  0.05
C  5.38  -2.95  -0.41
H  6.02  -3.78  -0.70
O  -3.53  1.79  1.06
H  -2.44  -4.34  -0.65
O  -4.26  2.01  -1.11
H  2.18  -2.36  0.56
C  4.02  -3.21  -0.17
H  3.59  -4.21  -0.28
H  -3.20  -0.44  -4.82
H  6.99  -1.47  -0.40
C  3.72  -0.87  0.27
H  -3.70  -3.42  3.36
H  -3.83  -4.89  1.35
H  -0.90  -2.36  -0.59
B  -3.01  2.29  -1.61
O  -0.21  2.28  -1.08
C  5.28  0.87  0.17
H  -1.66  -1.04  -4.27
C  -0.38  4.69  -0.68
C  1.73  0.36  0.92
C  -0.40  -0.66  1.46
C  -1.44  -2.66  0.30
C  -0.88  3.29  -0.96
H  -6.19  1.33  1.43
N  3.04  0.29  0.56
O  2.96  2.93  2.15
C  -4.45  1.90  0.28
C  -1.30  -1.89  1.45
O  -2.26  3.29  -1.02
H  6.07  1.16  0.87
C  5.92  -1.66  -0.26
H  -6.54  1.60  -0.31
H  0.43  4.65  0.05
H  -2.16  -1.45  3.37
O  -2.82  -0.47  -1.90
H  -1.19  5.34  -0.32
H  0.07  5.15  -1.58
C  -2.17  -2.14  2.53
H  5.53  1.33  -0.80
H  -0.91  0.18  1.02

---

DFT (the ωB97M-V functional and the def2-TZVPD basis) results for a cluster of 8 separate species, C48H78N4O12P in total in a non-equilibrium geometry.

Calculated values
E_LUMO	-2.6	eV
net charge	+1

Geometry (Å):
H  0.54  -0.29  5.55
C  3.79  -6.38  -1.30
C  -4.49  2.51  -3.49
H  3.44  -0.42  4.71
H  2.40  -2.74  8.16
O  1.15  6.51  -2.25
H  -4.64  2.96  -4.45
C  -1.19  2.85  1.14
C  0.42  -1.86  8.47
H  6.94  -5.39  -5.27
C  -1.07  1.66  0.45
H  -1.19  4.18  -1.50
H  -2.52  1.57  -4.96
C  -0.31  -0.98  7.45
H  -6.10  0.54  4.60
H  -1.52  1.00  -3.67
H  -5.73  2.98  5.98
N  -3.56  1.46  -1.85
H  2.85  -1.40  3.36
O  -7.67  1.31  -0.98
H  -0.02  1.90  4.15
H  -5.76  1.14  2.07
H  -0.17  -3.02  -3.60
H  -3.62  1.58  1.52
C  -2.18  1.80  -3.96
C  1.90  -2.39  -3.24
C  1.50  -2.50  7.60
C  -1.95  4.37  -3.50
H  -0.87  -0.17  7.91
H  6.17  0.87  2.25
C  -4.81  1.87  -1.51
C  4.04  1.37  2.41
H  -8.20  -1.09  -2.10
N  -5.42  1.65  -0.32
H  -6.01  0.77  7.01
C  -5.10  0.46  5.04
C  2.88  -7.56  -0.98
H  -7.11  2.14  0.80
C  1.34  -0.32  -4.22
C  1.57  -7.14  -1.65
C  -2.47  0.72  -1.23
C  -0.57  0.53  1.08
H  2.17  -2.95  -4.14
O  -4.20  1.29  4.29
H  -4.78  -0.58  4.96
H  -0.22  -2.60  8.95
C  -7.93  0.11  -0.35
C  0.39  -2.19  -3.19
C  3.51  6.35  -2.30
H  -8.09  -1.95  -0.56
C  5.33  0.75  2.94
H  1.62  -7.35  -2.72
C  -1.77  4.79  -2.18
H  4.27  -6.51  -2.27
C  -3.26  6.36  -3.96
H  3.77  5.94  -1.32
H  1.58  -0.44  -5.28
H  0.22  -0.23  2.91
C  3.48  -0.55  3.62
O  -1.47  1.64  -0.88
H  5.67  -8.52  -3.50
H  4.55  -6.22  -0.55
H  3.97  1.27  1.32
H  -3.51  7.70  -2.34
O  -4.60  -0.53  0.88
O  2.96  0.64  3.00
H  3.95  2.43  2.67
C  -1.38  3.11  -4.06
H  -2.82  4.84  -5.39
H  1.30  0.41  7.00
H  0.88  -1.24  9.24
H  3.41  -0.86  -3.76
C  0.84  -0.50  6.58
H  7.19  -5.34  -3.51
H  1.20  0.75  -4.02
H  2.73  -7.64  0.10
H  5.54  -1.25  3.84
H  3.44  4.29  -3.10
H  -6.90  3.14  -0.59
C  -3.85  2.44  5.08
O  -0.32  3.06  -4.62
H  2.32  8.02  -3.01
C  2.41  -0.95  -3.34
C  -0.18  0.63  2.41
H  0.69  -7.63  -1.25
C  1.57  -5.64  -1.41
H  -6.64  -1.28  -1.29
N  -5.39  2.49  -2.51
H  -0.94  3.90  2.96
C  7.08  -8.22  -5.12
O  5.67  -6.58  -4.17
O  0.12  -1.00  -3.95
C  6.97  -5.99  -4.36
P  -4.78  0.92  1.09
C  -5.08  0.98  6.47
C  -2.70  5.16  -4.37
C  -0.31  1.82  3.11
H  2.29  -2.93  -2.38
H  -1.00  -1.59  6.86
H  1.14  -3.41  7.12
H  -1.59  3.71  0.63
H  5.60  1.20  3.89
C  -6.82  2.13  -0.24
H  0.05  -2.02  -2.15
H  2.41  -0.49  -2.35
O  2.94  -5.23  -1.38
H  3.27  -8.51  -1.34
H  -2.81  2.32  5.41
N  -3.38  1.91  -3.12
C  -2.36  5.97  -1.77
O  -8.32  0.09  0.78
C  2.92  5.25  -3.19
H  -3.82  6.96  -4.66
C  -3.08  6.76  -2.65
H  -2.05  0.10  -2.01
C  5.74  -7.98  -4.45
H  -0.46  -0.40  0.55
H  -4.26  0.52  7.03
H  7.45  -9.24  -4.97
C  2.34  7.31  -2.18
C  -4.81  2.46  6.26
H  1.05  -5.08  -2.19
H  1.39  4.51  -1.82
H  2.34  7.87  -1.25
H  2.94  5.56  -4.23
C  1.48  5.19  -2.69
H  -2.27  6.33  -0.76
H  8.28  -7.47  -3.49
C  4.91  -0.70  3.14
C  7.95  -7.15  -4.48
H  4.40  6.82  -2.72
H  -2.78  0.06  -0.43
H  4.93  -1.23  2.18
C  -0.81  2.95  2.47
C  -7.70  -1.13  -1.14
O  1.82  -1.54  6.59
H  7.00  -8.05  -6.20
H  4.89  -8.26  -5.07
H  8.83  -6.89  -5.07
H  -3.92  3.33  4.46
H  -4.39  2.96  7.13
H  1.12  -5.39  -0.44
H  0.79  4.87  -3.45

---

DFT (the ωB97M-V functional and the def2-TZVPD basis) results for the molecule C2H2N2O2S2 in a non-equilibrium geometry.

Calculated values
E_LUMO	0.2	eV
energy relative to the best compared isomer or geometry (same formula, charge and spin)	4.181	eV

Geometry (Å):
S  -1.95  -1.19  1.44
N  1.63  -1.08  0.25
S  1.73  1.06  -1.47
O  0.42  -1.77  0.77
N  -0.27  -0.05  -0.28
O  -0.99  1.11  -0.43
H  -1.55  1.12  0.49
C  -0.63  -0.98  0.69
C  1.02  -0.05  -0.39
H  0.61  1.84  -1.06